Computed, not measured: a cluster of 17 separate species, C57H160N12O21 in total in a non-equilibrium geometry, with ωB97M-V/def2-TZVPD.

The geometry in XYZ format:
```
250
Properties=species:S:1:pos:R:3:forces:R:3
C 6.0478 0.7049 3.1644 -1.985 0.276 0.137
O 5.8884 -0.6519 2.7993 1.342 -0.107 -0.091
H 5.9561 1.3902 2.3217 0.662 0.002 -0.382
H 5.1352 0.9522 3.7067 0.075 0.376 0.652
H 6.8987 0.9569 3.7974 0.172 -0.579 -0.288
H 4.9542 -0.8130 2.6482 -0.409 0.106 0.010
C -3.9968 -1.2294 3.2485 -0.230 0.320 1.325
C -3.5203 -2.6419 2.9366 -1.789 0.598 0.024
C -4.2512 -3.6731 3.8334 0.884 -0.759 0.080
O -3.5052 -4.8889 3.6744 0.087 0.418 0.417
C -4.1130 -6.0421 4.1986 -0.081 -0.751 -0.399
N -3.8852 -2.7762 1.5129 0.589 -1.168 0.466
H -3.7916 -1.0207 4.2985 0.292 0.415 0.004
H -5.0770 -1.0999 3.1810 -0.290 -0.620 -0.127
H -3.6397 -0.4352 2.5930 0.700 -0.301 0.103
H -2.4607 -2.7647 3.1608 0.093 0.046 -0.468
H -5.3035 -3.8358 3.6007 -0.217 0.126 -0.681
H -4.2752 -3.4683 4.9037 0.355 0.635 0.208
H -4.7228 -6.4507 3.3928 -0.335 -0.387 0.203
H -4.7022 -5.9721 5.1130 -0.286 0.878 0.020
H -3.3718 -6.7852 4.4928 0.427 0.127 -0.457
H -3.7980 -3.7383 1.2181 0.397 -0.369 -0.124
H -4.8856 -2.6380 1.5077 -0.437 0.136 -0.121
C 2.4199 6.3579 -8.0609 -0.560 -0.265 0.178
C 3.1154 5.1231 -7.4859 -0.604 1.401 0.774
C 2.1746 4.1451 -6.7395 1.423 -0.251 -0.621
O 2.9634 3.0590 -6.2371 -0.317 0.468 0.201
C 2.1363 2.2086 -5.4939 0.956 -1.962 0.556
N 3.7731 4.4814 -8.5886 -0.092 -1.063 -0.176
H 1.8605 6.9609 -7.3457 -0.064 -0.199 0.216
H 1.7452 5.9805 -8.8292 -0.141 0.287 -0.132
H 3.1300 7.0431 -8.5240 0.164 -0.196 -0.097
H 3.9069 5.4803 -6.8272 -0.262 -0.046 0.868
H 1.5250 3.6385 -7.4533 -0.674 0.616 -0.189
H 1.6566 4.5775 -5.8836 -0.237 0.457 -0.243
H 1.2269 1.8464 -5.9732 -0.336 0.686 -0.372
H 1.9413 2.4897 -4.4590 -0.287 0.811 -0.023
H 2.6659 1.2659 -5.3562 0.371 0.018 -0.113
H 4.5680 5.0599 -8.8203 0.216 -0.152 -0.262
H 4.1172 3.6382 -8.1519 0.559 -0.493 -0.506
C -5.4770 7.0449 3.4711 0.675 -0.683 0.757
C -4.6988 6.4966 2.3100 0.489 1.168 0.084
C -4.6238 4.9729 2.2611 -0.405 0.299 0.533
O -4.0147 4.4873 3.4514 -0.414 0.934 -0.417
C -3.9565 3.1054 3.6463 0.915 -0.297 -0.025
N -5.2208 7.0767 1.0787 -0.407 -1.389 -0.218
H -5.0299 6.5195 4.3150 -0.523 0.038 0.484
H -6.5439 6.8415 3.3790 0.023 0.119 0.089
H -5.2512 8.0972 3.6439 -0.324 0.109 -0.254
H -3.6808 6.8723 2.4130 0.479 -0.293 0.406
H -4.0381 4.6980 1.3839 0.007 -0.372 -0.217
H -5.6488 4.6067 2.2028 -0.161 -0.346 -0.305
H -3.3051 3.0230 4.5164 -0.242 -0.489 0.086
H -3.4650 2.5824 2.8260 0.283 0.048 -0.354
H -4.8871 2.5590 3.7995 -0.520 0.459 0.218
H -4.6805 6.6312 0.3509 -0.056 0.651 -0.687
H -5.1214 8.0817 1.0883 0.222 -0.077 -0.209
C -5.7331 1.7765 0.0707 -0.333 -0.106 0.239
C -5.6572 0.3728 0.6814 0.590 0.142 -0.386
C -6.9599 -0.4281 0.5697 -0.025 1.292 0.015
O -6.7554 -1.7469 0.9736 -0.802 -0.806 0.311
C -7.9508 -2.3769 1.4174 0.246 -0.814 0.653
N -4.5652 -0.3552 0.0046 -0.424 0.460 0.108
H -6.3596 2.4690 0.6329 -0.189 -0.133 0.135
H -6.1277 1.7442 -0.9448 0.130 -0.030 -0.157
H -4.7351 2.2148 0.0677 0.057 -0.110 -0.145
H -5.3316 0.4863 1.7155 -0.418 -0.061 0.173
H -7.3265 -0.4056 -0.4566 0.070 0.026 -0.356
H -7.7470 0.0279 1.1702 -0.105 0.173 0.275
H -7.6549 -3.3718 1.7502 0.060 0.002 0.114
H -8.7708 -2.5556 0.7218 0.338 0.432 -0.841
H -8.4220 -1.8712 2.2602 0.279 0.336 0.208
H -4.9495 -0.5669 -0.9051 0.284 0.085 -0.521
H -4.5002 -1.2709 0.4257 0.501 -0.042 0.143
C 0.1201 3.7302 0.9548 -0.656 -0.298 1.166
C 1.5549 3.7575 0.5655 1.185 1.126 0.624
C 2.3846 2.9611 1.5989 -0.010 1.155 0.517
O 2.2379 3.6474 2.8930 -0.278 -0.671 -0.795
C 2.9206 2.9816 3.9289 0.028 -0.307 0.141
N 1.8383 3.3648 -0.7902 0.265 -1.981 -0.084
H -0.1276 2.8011 1.4683 -0.131 -0.397 -0.232
H -0.5688 3.8154 0.1145 0.064 0.524 0.249
H 0.0165 4.4648 1.7533 -0.642 0.340 -0.305
H 1.9345 4.7758 0.6494 -0.102 0.273 0.175
H 3.4552 2.9307 1.3965 0.094 0.068 -0.442
H 2.0059 1.9390 1.6092 -0.045 -0.234 0.489
H 2.5754 3.2387 4.9303 -0.492 0.498 -0.258
H 3.9871 3.2032 3.9671 0.263 -0.109 -0.479
H 2.7472 1.9086 3.8476 0.294 -0.331 -0.081
H 1.1104 3.5747 -1.4582 -0.255 0.749 0.043
H 1.7371 2.3601 -0.7672 0.521 -0.693 -0.344
C -0.7479 -0.7131 4.2725 0.256 -0.822 -0.295
C 0.4893 0.0193 4.6843 -0.645 1.286 0.212
C 0.2805 1.0085 5.8386 0.274 1.176 -0.345
O -0.6611 2.0872 5.6874 -0.652 -2.575 0.469
C -0.3599 3.1442 4.8518 0.365 1.107 0.033
N 1.5559 -0.9289 4.9936 0.418 0.082 0.006
H -0.4595 -1.3411 3.4296 -0.206 -0.135 -0.198
H -1.6000 -0.1072 3.9645 0.230 0.156 0.294
H -0.9932 -1.4006 5.0821 -0.494 -0.027 0.106
H 0.8180 0.6646 3.8697 0.231 -0.250 -0.418
H 1.2557 1.4892 5.9162 0.376 0.005 0.640
H 0.0297 0.4738 6.7547 -0.126 0.129 0.086
H -1.2318 3.7968 4.8975 0.048 0.062 -0.219
H -0.1199 2.9387 3.8086 -0.099 -0.440 -0.047
H 0.4755 3.7033 5.2731 0.245 0.232 -0.073
H 2.4016 -0.4497 5.2681 0.298 0.460 -0.201
H 1.3870 -1.4903 5.8160 -0.711 -0.294 0.053
C 3.7350 -2.0146 -2.3324 1.009 -1.398 -0.072
C 2.9912 -0.9419 -3.0731 -0.226 -0.736 -0.191
C 1.6113 -1.4035 -3.6225 0.106 0.964 1.096
O 1.0412 -0.2795 -4.2395 -0.561 0.747 -1.364
C -0.1707 -0.5931 -4.9238 0.594 0.486 0.195
N 2.9003 0.1569 -2.1240 -1.332 0.408 -0.014
H 3.7085 -3.0046 -2.7877 -0.418 -0.090 -0.249
H 3.4555 -2.1418 -1.2866 -0.314 0.208 -0.115
H 4.8046 -1.8060 -2.3547 0.128 0.324 0.212
H 3.6434 -0.5639 -3.8604 -0.297 -0.423 -0.779
H 0.9047 -1.6148 -2.8199 0.305 -0.671 0.595
H 1.6005 -2.2734 -4.2793 0.579 -0.061 -0.178
H 0.0248 -1.2633 -5.7609 -0.105 -0.520 0.205
H -0.5764 0.3033 -5.3929 0.172 0.302 0.270
H -0.8950 -0.9686 -4.2010 -0.186 -0.435 -0.168
H 3.8045 0.6040 -2.1749 0.087 0.384 0.223
H 2.2695 0.8410 -2.5167 -0.154 0.442 -0.255
C -0.7044 -7.0324 7.0020 -0.233 -0.384 0.204
C 0.0445 -5.7218 6.9174 -0.191 0.325 -0.258
C -0.2092 -4.9882 5.5476 1.098 -0.183 2.416
O 0.3325 -5.7018 4.4590 -0.689 -0.430 1.246
C 0.2066 -4.9540 3.2971 0.396 -0.390 -1.365
N -0.2726 -4.8501 8.1118 -0.041 -0.698 -1.347
H -1.7920 -6.9618 7.0220 -0.121 0.545 -0.502
H -0.5428 -7.5751 7.9334 0.631 -0.031 0.070
H -0.3874 -7.6514 6.1627 -0.144 -0.151 0.067
H 1.1122 -5.9402 6.9370 0.199 -0.200 -0.177
H 0.4013 -4.0949 5.6795 -0.165 0.715 -0.287
H -1.2646 -4.7157 5.5390 -0.226 -0.116 -0.772
H 0.8255 -4.0571 3.3224 -0.432 0.543 0.229
H -0.8440 -4.8104 3.0448 -0.088 0.550 0.047
H 0.6476 -5.5153 2.4733 -0.027 -0.298 0.031
H 0.3131 -4.0282 8.0737 0.094 0.280 -0.082
H 0.0965 -5.3817 8.8872 -0.158 -0.013 0.398
C 6.0827 0.8661 -0.8501 -0.530 0.156 0.208
C 5.6842 2.1696 -1.5535 0.741 0.915 2.726
C 6.8375 3.2135 -1.4002 0.027 0.711 -1.312
O 6.4895 4.5900 -1.7581 -1.083 -2.225 0.650
C 7.5148 5.3613 -2.2660 0.461 0.640 0.666
N 5.2421 1.9142 -2.8761 0.640 0.323 -0.943
H 5.2863 0.1491 -1.0491 0.149 -0.143 0.144
H 6.0662 1.0554 0.2233 0.274 -0.220 0.009
H 7.0260 0.3948 -1.1261 0.150 0.290 -0.191
H 4.8540 2.5343 -0.9486 -0.342 0.220 -0.145
H 7.5780 2.9320 -2.1488 0.488 -0.344 0.021
H 7.3142 3.2173 -0.4200 -0.187 -0.140 0.178
H 8.2964 5.5158 -1.5221 0.462 -0.325 0.092
H 7.1033 6.3658 -2.3644 -0.058 -0.057 -0.690
H 7.9379 4.9305 -3.1735 0.047 0.239 -0.257
H 5.0468 2.8104 -3.2990 -0.525 0.286 -0.319
H 6.1081 1.6526 -3.3253 0.077 -0.553 -0.805
C 3.9306 5.5883 -3.5029 -2.041 0.842 0.425
C 3.3688 6.2588 -2.1920 0.781 -0.271 -0.861
C 1.8403 6.4385 -2.1029 0.034 0.138 -0.431
O 1.4399 7.3375 -3.1223 -0.056 0.154 -0.361
C 0.0439 7.5968 -3.1814 0.794 -0.319 0.107
N 3.8745 5.4368 -1.1163 -0.527 0.043 0.933
H 3.5149 6.1267 -4.3546 0.456 -0.038 -0.372
H 3.4879 4.5922 -3.5041 0.065 -0.279 -0.203
H 5.0166 5.4952 -3.4980 -0.178 0.326 -0.027
H 3.7777 7.2662 -2.1139 0.091 0.196 -0.048
H 1.5117 6.8340 -1.1418 0.484 0.264 0.473
H 1.2678 5.5143 -2.1825 0.179 -0.428 -0.417
H -0.1560 7.9736 -4.1845 -0.158 -0.069 0.096
H -0.2653 8.3358 -2.4423 0.019 0.157 0.143
H -0.4985 6.6730 -2.9804 -0.298 -0.120 -0.188
H 3.1620 4.7370 -0.9650 -0.011 -0.307 0.234
H 4.6389 4.8902 -1.4864 0.270 0.329 0.304
C -7.8388 -3.1523 -2.1840 0.935 -0.219 0.147
C -7.7513 -1.9505 -3.0680 -0.047 1.991 0.468
C -6.3199 -1.6171 -3.5980 -1.199 -1.523 -1.393
O -5.3486 -1.1296 -2.6839 -1.213 -0.458 -0.145
C -4.1327 -1.1192 -3.3573 1.545 0.247 -0.484
N -8.8108 -2.0234 -4.0896 1.215 0.571 -0.747
H -7.4776 -4.0093 -2.7523 0.079 -0.217 -0.008
H -8.8729 -3.3748 -1.9208 0.108 0.184 0.381
H -7.1771 -3.0125 -1.3291 -0.242 -0.265 0.336
H -7.9173 -1.0093 -2.5439 -0.674 -0.101 0.743
H -6.3722 -0.9617 -4.4673 -0.322 0.553 0.110
H -6.0178 -2.5581 -4.0577 0.817 -0.411 0.111
H -4.1606 -0.5125 -4.2624 -0.373 0.050 -0.362
H -3.7888 -2.1146 -3.6387 -0.164 -0.258 -0.035
H -3.3137 -0.6677 -2.7974 -0.398 -0.074 0.712
H -8.4539 -2.5233 -4.8914 -0.194 -0.180 -0.269
H -9.6220 -2.5187 -3.7480 0.119 -0.048 0.111
C 4.5716 -9.8465 0.0327 -0.140 1.591 0.404
C 3.5564 -8.7925 -0.4746 0.735 -0.746 -0.026
C 4.1078 -7.5193 -1.1788 0.314 0.374 0.199
O 4.6658 -6.5032 -0.3100 0.425 -1.327 0.322
C 5.0028 -5.2982 -0.9797 -0.816 -0.263 0.160
N 2.6720 -9.5713 -1.3588 -0.527 1.492 0.075
H 5.0513 -9.2884 0.8367 0.776 -0.672 0.156
H 5.2703 -10.2026 -0.7243 0.113 0.321 -0.067
H 4.0496 -10.7238 0.4148 -0.115 0.267 0.107
H 3.0240 -8.4101 0.3964 -0.419 -0.303 -0.006
H 3.3127 -7.0297 -1.7412 -0.471 -0.140 -0.048
H 4.8378 -7.8439 -1.9203 0.459 0.059 -0.141
H 4.0743 -4.7291 -1.0250 -0.059 0.271 -0.754
H 5.4509 -5.5096 -1.9506 -0.099 0.185 -0.184
H 5.6756 -4.6622 -0.4045 0.244 -0.526 0.288
H 3.1302 -9.6395 -2.2563 0.384 -0.379 -0.287
H 1.9380 -8.9094 -1.5668 -0.828 -0.147 -0.227
C -0.4182 -4.2385 -0.9342 -0.216 0.384 1.165
C -1.4983 -4.3750 -2.0040 1.140 0.030 0.687
O -0.8839 -4.0093 -3.2218 -0.775 -0.087 -0.554
O 0.7902 -4.9077 -1.2637 -0.613 -0.341 -0.927
H -0.7441 -4.6313 0.0289 -0.495 -0.099 0.160
H -0.1538 -3.1970 -0.7513 -0.328 0.326 -0.262
H -2.3535 -3.7251 -1.8184 0.186 0.246 0.081
H -1.8832 -5.3937 -1.9576 0.032 -0.327 -0.521
H -0.0570 -4.4969 -3.2324 0.360 -0.050 -0.044
H 1.4335 -4.4407 -0.7255 0.748 -0.033 0.277
C -0.9541 -0.5136 0.5295 1.451 -0.574 -1.167
C 0.5769 -0.1911 0.5584 -0.670 -0.437 -0.468
O 1.3067 -1.1045 -0.2797 -1.425 -0.318 1.589
O -1.7209 0.6046 0.8479 0.301 0.417 0.636
H -1.2176 -1.4275 1.0617 0.076 0.054 0.776
H -1.1561 -0.8209 -0.4966 0.053 0.115 -0.524
H 0.9960 -0.2210 1.5642 -0.021 -0.140 0.146
H 0.7104 0.8275 0.1940 -0.138 0.106 -0.078
H 1.7004 -0.6292 -1.0150 0.870 0.614 -0.308
H -2.6177 0.3580 0.6102 -0.931 0.036 -0.211
C -2.2802 2.0211 -3.0503 0.384 -0.203 -0.942
C -1.3767 2.8391 -2.1058 0.051 -0.526 -2.555
O -0.2251 3.3799 -2.8310 -0.621 -0.615 1.049
O -2.6564 2.8142 -4.2064 -0.286 0.335 0.971
H -3.0956 1.5913 -2.4686 -0.600 0.569 0.055
H -1.8657 1.1491 -3.5563 1.048 -0.219 0.873
H -1.0250 2.1414 -1.3457 0.055 0.416 0.243
H -1.9989 3.6549 -1.7377 0.162 0.021 0.417
H -0.5043 3.6934 -3.6943 -0.374 -0.007 -0.143
H -2.8503 2.1915 -4.9109 -0.065 0.138 -0.069
C 3.5096 -3.3519 1.3774 -0.338 -1.367 -0.659
C 3.5103 -2.8388 2.7864 0.302 -0.598 0.275
O 3.0820 -1.5263 2.7498 -0.405 1.499 -0.473
O 2.2126 -3.5024 0.7177 1.051 -0.280 1.212
H 3.8979 -4.3702 1.3955 0.205 -0.005 -0.144
H 4.1615 -2.7316 0.7624 0.028 0.139 -0.043
H 4.4957 -2.8169 3.2518 0.612 -0.470 -0.562
H 2.9663 -3.4811 3.4790 -0.678 0.033 -0.153
H 2.4013 -1.3838 3.4115 -0.470 0.104 0.704
H 1.7646 -2.6534 0.7131 0.045 0.709 -0.314
```
Forces are in eV/Å.

E_HOMO (hartree): -0.2958
LUMO energy (eV): 0.32
Gap between HOMO and LUMO (eV): 8.37
Charge: 0
2S+1: 1
Electronic energy (eV): -122571.5601

Here are the Mulliken charges for atoms 1 to 8, given in e: C -0.282; O -0.576; H 0.053; H -0.070; H 0.360; H 0.241; C -1.562; C 2.388